1.
Computed, not measured: the molecule C5H5N3 at a distorted geometry, with ωB97M-V/def2-TZVPD.

Values from the calculation:
LUMO energy   0.471 eV
HOMO level   -9.072 eV
HOMO-LUMO gap   9.54 eV
SMILES string   Cn1cnc(C#N)c1

```
! RIJCOSX wB97M-V def2-TZVPD def2/J DEFGRID3
* xyz 0 1
C 1.84 -0.60 0.08
N 0.54 0.06 -0.09
C 0.31 1.37 0.05
N -0.97 1.59 -0.21
C -1.54 0.40 -0.16
C -2.90 -0.06 -0.07
N -4.03 -0.32 0.15
C -0.57 -0.65 -0.23
H 2.39 -0.34 -0.90
H 1.95 -1.67 0.01
H 2.34 -0.07 0.93
H 1.04 2.09 0.54
H -0.39 -1.81 -0.09
*
```

=====

2.
Computed, not measured: the molecule C5H5N3 at a distorted geometry, with ωB97M-V/def2-TZVPD.

Values from the calculation:
LUMO energy   0.469 eV
HOMO level   -9.251 eV
HOMO-LUMO gap   9.72 eV
SMILES string   C1=Cn2ncnc2C1

```
! RIJCOSX wB97M-V def2-TZVPD def2/J DEFGRID3
* xyz 0 1
C 1.84 -0.27 -0.14
C 0.89 -1.30 -0.13
N -0.31 -0.71 0.33
N -1.66 -1.20 0.13
C -2.37 -0.16 -0.07
N -1.68 1.13 -0.16
C -0.43 0.58 0.02
C 1.11 1.04 0.16
H 2.85 -0.25 0.11
H 0.78 -2.33 -0.54
H -3.40 0.00 0.01
H 1.16 1.82 -0.82
H 1.21 1.64 1.10
*
```

=====

3.
Computed, not measured: the molecule C5H5N3 at a distorted geometry, with ωB97M-V/def2-TZVPD.

Values from the calculation:
LUMO energy   0.991 eV
HOMO level   -7.936 eV
HOMO-LUMO gap   8.93 eV
SMILES string   c1nc2[nH]ccc2[nH]1

```
! RIJCOSX wB97M-V def2-TZVPD def2/J DEFGRID3
* xyz 0 1
C -2.19 -0.34 0.05
N -1.22 -1.33 -0.06
C -0.04 -0.74 -0.19
N 1.28 -1.27 -0.18
C 1.94 -0.01 0.01
C 1.21 1.10 -0.12
C -0.10 0.59 -0.30
N -1.50 0.81 -0.13
H -3.35 -0.18 -0.19
H 1.45 -2.19 0.39
H 3.03 -0.14 0.04
H 1.55 2.13 0.36
H -2.07 1.55 0.32
*
```

=====

4.
Computed, not measured: the molecule C5H5N3O at a distorted geometry, with ωB97M-V/def2-TZVPD.

Values from the calculation:
LUMO energy   0.772 eV
HOMO level   -8.994 eV
HOMO-LUMO gap   9.77 eV
SMILES string   C1=NO[C@H]2[C@@H]3NC=N[C@@]132

```
! RIJCOSX wB97M-V def2-TZVPD def2/J DEFGRID3
* xyz 0 1
C 1.26 1.08 0.48
N 2.27 0.36 0.23
O 1.87 -0.81 -0.48
C 0.46 -0.91 -0.53
C -0.45 -0.89 0.71
N -1.85 -0.77 0.29
C -2.14 0.51 -0.26
N -1.12 1.27 -0.42
C -0.01 0.48 -0.02
H 1.31 2.19 0.71
H 0.07 -1.33 -1.52
H -0.33 -1.20 1.75
H -2.69 -1.28 0.71
H -3.16 0.49 -0.68
*
```

=====

5.
Computed, not measured: the molecule C5H5N3O2 at a distorted geometry, with ωB97M-V/def2-TZVPD.

Values from the calculation:
LUMO energy   0.080 eV
HOMO level   -8.936 eV
HOMO-LUMO gap   9.02 eV
SMILES string   Nc1ncc(C(=O)O)cn1

```
! RIJCOSX wB97M-V def2-TZVPD def2/J DEFGRID3
* xyz 0 1
N -3.38 -0.06 0.18
C -1.97 -0.03 0.01
N -1.31 -1.20 0.15
C -0.01 -1.13 0.05
C 0.68 0.11 -0.13
C 2.13 -0.11 -0.06
O 2.51 -1.27 -0.22
O 2.82 1.05 0.39
C -0.17 1.36 -0.26
N -1.47 1.21 -0.17
H -3.95 -0.97 -0.18
H -4.00 0.75 0.28
H 0.43 -2.05 -0.09
H 3.73 0.78 0.25
H 0.30 2.35 -0.42
*
```

=====

6.
Computed, not measured: the molecule C5H5N3O2S3 at a distorted geometry, with ωB97M-V/def2-TZVPD.

Values from the calculation:
LUMO energy   0.000 eV
HOMO level   -7.682 eV
HOMO-LUMO gap   7.68 eV

```
! RIJCOSX wB97M-V def2-TZVPD def2/J DEFGRID3
* xyz 0 1
C 0.03 2.49 -0.03
C -1.25 2.20 -0.37
C 0.87 1.33 0.21
C 0.08 0.24 0.04
C 2.79 -0.48 -2.05
N 3.10 0.01 -1.02
N 3.51 0.90 -0.24
N -0.81 -2.01 1.33
O 0.40 -2.25 -0.83
O 1.77 -1.63 1.05
S -1.47 0.47 -0.52
S 2.44 1.41 1.02
S 0.52 -1.47 0.37
H 0.44 3.49 -0.02
H -2.05 2.83 -0.71
H 2.67 -1.12 -2.96
H -1.20 -2.90 1.06
H -0.57 -2.32 2.30
*
```

=====

7.
Computed, not measured: a cluster of 2 separate species, C5H5N3O3 in total at a distorted geometry, with ωB97M-V/def2-TZVPD.

Values from the calculation:
LUMO energy (alpha / beta)   -1.805 / -3.416 eV
HOMO level (alpha / beta)   -10.279 / -8.989 eV
HOMO-LUMO gap (alpha / beta)   8.47 / 5.57 eV

```
! RIJCOSX wB97M-V def2-TZVPD def2/J DEFGRID3
* xyz 0 1
C 2.51 -0.64 -0.88
C 1.26 0.07 -0.86
C 1.47 -1.04 1.04
C -1.45 1.79 0.05
C -1.53 0.40 0.64
N 2.59 -1.29 0.30
N 0.71 -0.21 0.35
N -2.08 -0.67 -0.12
O -1.35 2.79 0.73
O -2.28 -1.75 0.38
O -2.24 -0.40 -1.29
H 3.31 -0.75 -1.61
H 0.70 0.89 -1.39
H 1.24 -1.36 2.04
H -1.48 1.71 -1.14
H -1.38 0.46 1.75
*
```

=====

8.
Computed, not measured: the molecule C5H5N3O3 at a distorted geometry, with ωB97M-V/def2-TZVPD.

Values from the calculation:
LUMO energy   -1.303 eV
HOMO level   -9.970 eV
HOMO-LUMO gap   8.67 eV
SMILES string   Cn1c([N+](=O)[O-])cnc1C=O

```
! RIJCOSX wB97M-V def2-TZVPD def2/J DEFGRID3
* xyz 0 1
C -0.26 1.72 0.00
N -0.13 0.28 -0.10
C 1.01 -0.47 -0.15
N 2.36 0.05 -0.10
O 3.23 -0.80 -0.22
O 2.58 1.28 0.14
C 0.72 -1.83 0.01
N -0.59 -1.95 0.04
C -1.09 -0.69 -0.08
C -2.50 -0.49 0.03
O -2.99 0.61 -0.26
H 0.27 2.02 0.90
H -1.31 2.06 0.10
H 0.23 2.26 -0.86
H 1.46 -2.57 0.00
H -2.98 -1.47 0.53
*
```

=====

9.
Computed, not measured: a structure of composition C5H5N3O3PS at a distorted geometry, with ωB97M-V/def2-TZVPD.

Values from the calculation:
LUMO energy (alpha / beta)   2.925 / 2.925 eV
HOMO level (alpha / beta)   -4.043 / -4.042 eV
HOMO-LUMO gap (alpha / beta)   6.97 / 6.97 eV

```
! RIJCOSX wB97M-V def2-TZVPD def2/J DEFGRID3
* xyz -1 1
C -0.83 -3.48 -0.21
C 1.39 -0.04 1.16
C -0.24 -3.11 1.40
C -0.60 -1.03 0.73
C -0.29 1.36 0.03
N 1.58 -1.30 1.51
N 0.17 0.16 0.59
N 0.40 -1.89 1.16
O -3.18 -3.25 1.84
O -1.63 -2.11 3.51
O -1.80 -1.12 0.92
P -1.93 -2.53 2.14
S -0.84 -2.32 -1.36
H -1.30 -4.39 -0.45
H 2.31 0.70 1.10
H 0.49 1.87 -0.59
H -1.10 1.09 -0.56
H -0.63 2.28 0.73
*
```

=====

10.
Computed, not measured: the molecule C5H5N3O4 at a distorted geometry, with ωB97M-V/def2-TZVPD.

Values from the calculation:
LUMO energy   -0.461 eV
HOMO level   -10.396 eV
HOMO-LUMO gap   9.93 eV
SMILES string   O=[N+]([O-])C1([N+](=O)[O-])CC=CC=N1

```
! RIJCOSX wB97M-V def2-TZVPD def2/J DEFGRID3
* xyz 0 1
O 0.79 1.90 2.26
N 0.06 1.82 1.31
O -0.57 2.71 0.81
C 0.13 0.51 0.66
N 0.86 -0.57 1.35
O 0.18 -1.26 2.06
O 2.04 -0.58 1.16
C -1.21 0.03 0.11
C -0.98 -1.07 -0.81
C 0.06 -1.18 -1.65
C 0.98 -0.14 -1.65
N 1.15 0.70 -0.73
H -1.58 0.89 -0.38
H -1.94 -0.28 0.96
H -1.86 -1.65 -0.70
H 0.20 -1.89 -2.38
H 1.67 0.05 -2.37
*
```

=====

11.
Computed, not measured: the ion C5H5N4S with charge +1 at a distorted geometry, with ωB97M-V/def2-TZVPD.

Values from the calculation:
LUMO energy   -4.676 eV
HOMO level   -13.696 eV
HOMO-LUMO gap   9.02 eV

```
! RIJCOSX wB97M-V def2-TZVPD def2/J DEFGRID3
* xyz 1 1
C 1.45 0.32 -0.03
C 0.97 1.58 -0.10
C -0.83 -0.54 -0.16
C 0.57 -0.80 -0.06
C -1.25 0.81 -0.07
N -1.85 -1.38 -0.09
N -2.95 -0.92 0.04
N -0.39 1.84 0.07
N 1.09 -2.03 0.13
S -3.13 0.70 0.04
H 2.48 0.26 -0.04
H 1.75 2.30 -0.11
H -0.51 2.82 0.24
H 2.02 -2.16 0.43
H 0.57 -2.79 -0.29
*
```

=====

12.
Computed, not measured: the molecule C5H5NO at a distorted geometry, with ωB97M-V/def2-TZVPD.

Values from the calculation:
LUMO energy   0.521 eV
HOMO level   -10.596 eV
HOMO-LUMO gap   11.12 eV
SMILES string   C#C[C@@H](C#N)CO

```
! RIJCOSX wB97M-V def2-TZVPD def2/J DEFGRID3
* xyz 0 1
C 0.61 -1.93 -1.28
C 0.36 -1.17 -0.39
C -0.46 -0.16 0.28
C -0.97 -0.53 1.61
N -1.36 -0.77 2.67
C 0.10 1.30 0.28
O 0.46 1.69 -1.02
H 0.96 -2.64 -1.99
H -1.20 -0.33 -0.52
H 0.95 1.39 0.98
H -0.67 1.99 0.62
H 1.21 1.15 -1.29
*
```

=====

13.
Computed, not measured: the molecule C5H5NO at a distorted geometry, with ωB97M-V/def2-TZVPD.

Values from the calculation:
LUMO energy   0.328 eV
HOMO level   -9.307 eV
HOMO-LUMO gap   9.64 eV
SMILES string   N#C[C@@H]1C[C@@H]1C=O

```
! RIJCOSX wB97M-V def2-TZVPD def2/J DEFGRID3
* xyz 0 1
N 0.46 -1.62 -2.16
C 0.32 -0.64 -1.57
C 0.16 0.57 -0.78
C 1.07 0.75 0.40
C -0.40 0.41 0.60
C -1.19 -1.22 0.89
O -2.28 -1.45 0.48
H -0.13 1.44 -1.37
H 1.85 0.01 0.55
H 1.42 1.78 0.59
H -1.03 1.21 0.99
H -0.25 -1.24 1.38
*
```

=====

14.
Computed, not measured: a cluster of 2 separate species, C5H5NO in total at a distorted geometry, with ωB97M-V/def2-TZVPD.

Values from the calculation:
LUMO energy   0.445 eV
HOMO level   -9.527 eV
HOMO-LUMO gap   9.97 eV
SMILES string   N#C[C@@H]1CC1=C=O.[H][H]

```
! RIJCOSX wB97M-V def2-TZVPD def2/J DEFGRID3
* xyz 0 1
N -1.51 1.93 -1.52
C -1.02 0.92 -1.23
C -0.41 -0.34 -0.86
C -0.92 -1.06 0.38
C 0.40 -0.43 0.39
C 1.00 0.38 1.23
O 1.56 0.92 2.10
H -0.12 -0.95 -1.72
H -1.71 -0.59 0.95
H -0.95 -2.15 0.33
H 2.24 0.91 -0.23
H 2.19 0.17 -0.33
*
```

=====

15.
Computed, not measured: the molecule C5H5NO at a distorted geometry, with ωB97M-V/def2-TZVPD.

Values from the calculation:
LUMO energy   0.372 eV
HOMO level   -9.684 eV
HOMO-LUMO gap   10.06 eV
SMILES string   C#C[C@@H]1NCC1=O

```
! RIJCOSX wB97M-V def2-TZVPD def2/J DEFGRID3
* xyz 0 1
C 0.32 -1.41 -2.02
C 0.30 -0.46 -1.23
C -0.03 0.73 -0.52
N 0.79 0.96 0.80
C -0.15 -0.04 1.47
C -1.16 0.22 0.36
O -2.38 0.28 0.17
H 0.85 -2.08 -2.84
H -0.25 1.55 -1.25
H 2.01 0.81 0.90
H -0.42 0.49 2.41
H 0.10 -1.03 1.76
*
```

=====

16.
Computed, not measured: a structure of composition C5H5NO at a distorted geometry, with ωB97M-V/def2-TZVPD.

Values from the calculation:
LUMO energy   0.113 eV
HOMO level   -10.774 eV
HOMO-LUMO gap   10.89 eV

```
! RIJCOSX wB97M-V def2-TZVPD def2/J DEFGRID3
* xyz 0 1
O 0.73 1.06 1.66
C 0.02 1.27 0.49
C 0.31 0.18 -0.54
C 0.11 -1.17 0.30
C -0.21 -2.33 0.40
C -0.48 0.32 -1.76
N -1.13 0.45 -2.70
H 0.52 -0.13 1.84
H -1.07 1.39 0.63
H 0.39 2.15 -0.04
H 1.38 0.13 -0.77
H -0.51 -3.33 0.43
*
```

=====

17.
Computed, not measured: a structure of composition C5H5NO, with ωB97M-V/def2-TZVPD.

Values from the calculation:
LUMO energy (alpha / beta)   -0.709 / -0.710 eV
HOMO level (alpha / beta)   -8.997 / -8.998 eV
HOMO-LUMO gap (alpha / beta)   8.29 / 8.29 eV

```
! RIJCOSX wB97M-V def2-TZVPD def2/J DEFGRID3
* xyz 0 1
O -1.19 -2.61 -1.14
C -0.69 -0.68 0.66
C -0.28 0.76 0.76
C 1.18 0.87 0.38
C 0.14 0.69 -0.70
C -0.36 -0.72 -0.64
N -0.44 -1.76 -1.57
H -0.93 -1.43 1.41
H -0.83 1.55 1.23
H 1.84 0.04 0.61
H 1.60 1.86 0.48
H -0.04 1.43 -1.47
*
```

=====

18.
Computed, not measured: the molecule C5H5NO at a distorted geometry, with ωB97M-V/def2-TZVPD.

Values from the calculation:
LUMO energy   0.768 eV
HOMO level   -9.204 eV
HOMO-LUMO gap   9.97 eV
SMILES string   N#C[C@H]1O[C@H]2C[C@H]21

```
! RIJCOSX wB97M-V def2-TZVPD def2/J DEFGRID3
* xyz 0 1
N 0.05 -1.58 2.28
C -0.56 -1.06 1.44
C -1.10 -0.35 0.29
O -1.00 1.06 0.46
C 0.03 1.25 -0.45
C 1.15 0.29 -0.39
C -0.06 -0.47 -0.80
H -2.13 -0.61 0.01
H 0.15 2.32 -0.68
H 1.75 0.44 -1.29
H 1.75 0.11 0.50
H -0.03 -1.40 -1.39
*
```

=====

19.
Computed, not measured: the molecule C5H5NO at a distorted geometry, with ωB97M-V/def2-TZVPD.

Values from the calculation:
LUMO energy   0.656 eV
HOMO level   -10.288 eV
HOMO-LUMO gap   10.94 eV
SMILES string   N#C[C@@H]1C[C@@H]1C=O

```
! RIJCOSX wB97M-V def2-TZVPD def2/J DEFGRID3
* xyz 0 1
N -2.51 0.79 -0.87
C -1.39 0.51 -0.84
C -0.14 -0.14 -0.99
C 0.25 -1.24 -0.07
C 0.86 0.07 0.18
C 0.32 0.85 1.29
O 0.87 1.84 1.68
H 0.20 -0.14 -2.03
H -0.49 -1.58 0.64
H 0.89 -2.00 -0.49
H 1.85 0.36 -0.16
H -0.67 0.65 1.72
*
```

=====

20.
Computed, not measured: a cluster of 2 separate species, C5H5NO in total at a distorted geometry, with ωB97M-V/def2-TZVPD.

Values from the calculation:
LUMO energy   0.059 eV
HOMO level   -8.667 eV
HOMO-LUMO gap   8.73 eV

```
! RIJCOSX wB97M-V def2-TZVPD def2/J DEFGRID3
* xyz 0 1
O -0.48 -1.85 1.15
C -1.12 -0.98 0.70
C -2.14 -0.17 0.40
C -2.13 0.86 -0.43
C 0.58 0.10 -0.55
C 1.77 0.36 0.38
N 1.65 -0.59 -0.68
H -2.99 1.47 -0.69
H -1.16 1.11 -0.90
H 1.71 0.00 1.41
H 2.40 1.23 0.19
H 1.90 -1.53 -0.96
*
```